1.
This record from OMol25 describes 15 unconnected molecules or ions with the total composition H30O15. The level of theory is the ωB97M-V functional and the def2-TZVPD basis.

2S+1   1
Relative energy (zero: lowest compared OMol25 entry of this formula, charge and spin)   188.4 kJ/mol
E_LUMO   -0.5 eV

CARTESIAN COORDINATES (ANGSTROEM)
O -11.782 -19.789 -2.703
H -11.371 -19.022 -2.373
H -11.285 -20.507 -2.238
O -8.000 -19.366 -2.848
H -8.707 -18.766 -2.671
H -7.772 -19.225 -3.760
O -7.693 -21.230 0.423
H -7.014 -21.325 -0.193
H -8.036 -20.363 0.156
O -11.522 -22.524 -2.419
H -11.790 -22.793 -1.546
H -12.339 -22.680 -2.845
O -6.534 -23.413 -1.642
H -6.817 -24.301 -1.321
H -7.389 -23.095 -1.980
O -9.152 -25.167 -2.611
H -9.636 -24.545 -2.092
H -8.437 -24.719 -3.060
O -5.351 -20.601 -1.074
H -5.588 -21.319 -1.680
H -4.538 -20.866 -0.521
O -10.825 -23.872 -4.892
H -10.884 -23.400 -4.032
H -9.934 -24.280 -4.875
O -10.290 -19.088 -5.215
H -9.865 -18.406 -4.686
H -9.960 -19.938 -4.883
O -5.888 -21.429 -3.876
H -4.900 -21.379 -3.827
H -6.152 -20.872 -4.598
O -9.118 -21.548 -4.830
H -9.886 -21.955 -5.262
H -8.440 -22.242 -4.781
O -10.389 -20.600 -0.292
H -9.936 -21.230 -0.875
H -9.817 -19.855 -0.274
O -7.500 -23.722 -4.407
H -6.824 -23.147 -3.940
H -7.068 -24.138 -5.140
O -8.794 -21.953 -2.175
H -8.156 -21.273 -2.353
H -9.285 -21.848 -2.980
O -6.239 -18.098 -1.114
H -6.780 -18.703 -1.677
H -5.594 -18.657 -0.750


2.
This record from OMol25 describes 2 unconnected molecules or ions with the total composition C5H9NO. The level of theory is the ωB97M-V functional and the def2-TZVPD basis.

2S+1   1
SMILES   [H]/N=C/C.C=CC=O
Relative energy (zero: lowest compared OMol25 entry of this formula, charge and spin)   225.6 kJ/mol
E_LUMO   0.4 eV

CARTESIAN COORDINATES (ANGSTROEM)
H -1.841 1.083 -1.908
N -1.541 1.172 -0.937
C -1.995 0.197 -0.258
C -1.735 0.045 1.209
H -2.607 -0.594 -0.708
H -1.134 0.873 1.595
H -2.703 0.029 1.724
H -1.237 -0.909 1.422
C 2.527 0.744 -0.354
C 1.391 0.054 -0.444
C 1.434 -1.364 -0.004
O 0.559 -2.184 -0.180
H 3.370 0.262 0.135
H 2.669 1.733 -0.782
H 0.479 0.461 -0.877
H 2.411 -1.648 0.459


3.
This record from OMol25 describes a single C21H20N2O5 molecule. The level of theory is the ωB97M-V functional and the def2-TZVPD basis.

2S+1   1
SMILES   O=C(c1ccccc1)N(CCO)Cc1cc2cc3c(cc2[nH]c1=O)OCCO3
Relative energy (zero: lowest compared OMol25 entry of this formula, charge and spin)   175.4 kJ/mol
E_LUMO   0.1 eV

CARTESIAN COORDINATES (ANGSTROEM)
O -3.376 -0.427 2.169
C -2.939 0.028 1.129
C -2.076 1.251 1.106
C -0.807 1.201 1.672
C -0.005 2.326 1.679
C -0.477 3.517 1.151
C -1.758 3.584 0.631
C -2.557 2.455 0.607
N -3.209 -0.536 -0.079
C -4.092 -1.681 -0.130
C -3.337 -3.009 -0.295
O -4.204 -4.113 -0.342
C -2.634 -0.057 -1.324
C -1.142 0.127 -1.251
C -0.306 -0.796 -0.725
C 1.090 -0.547 -0.581
C 1.968 -1.457 0.013
C 3.304 -1.154 0.171
C 3.800 0.080 -0.295
C 2.938 0.999 -0.868
C 1.587 0.700 -1.011
N 0.720 1.589 -1.584
C -0.631 1.400 -1.756
O -1.308 2.258 -2.295
O 5.121 0.409 -0.205
C 5.964 -0.684 0.099
C 5.349 -1.529 1.212
O 4.117 -2.069 0.787
H -0.449 0.271 2.089
H 0.989 2.275 2.099
H 0.151 4.396 1.155
H -2.134 4.514 0.233
H -3.558 2.511 0.204
H -4.644 -1.707 0.813
H -4.800 -1.551 -0.957
H -2.695 -3.174 0.573
H -2.710 -2.976 -1.201
H -4.845 -3.982 -1.050
H -3.070 0.906 -1.616
H -2.877 -0.783 -2.104
H -0.694 -1.735 -0.359
H 1.608 -2.409 0.367
H 3.338 1.942 -1.205
H 1.081 2.482 -1.898
H 6.921 -0.260 0.402
H 6.102 -1.307 -0.795
H 5.987 -2.376 1.466
H 5.196 -0.902 2.101


4.
This record from OMol25 describes a molecular structure, C7H10. The level of theory is the ωB97M-V functional and the def2-TZVPD basis.

2S+1   1
Relative energy (zero: lowest compared OMol25 entry of this formula, charge and spin)   264.1 kJ/mol
E_LUMO   1.1 eV

CARTESIAN COORDINATES (ANGSTROEM)
C -0.501 1.419 -1.312
C -0.033 0.519 -0.198
C -0.832 0.126 1.082
C 0.332 -0.885 1.208
C 1.243 0.264 0.665
C 0.176 -1.744 -0.031
C -0.043 -0.900 -1.019
H 0.289 1.688 -2.008
H -1.311 1.016 -1.947
H -0.906 2.278 -0.835
H -1.841 -0.247 0.926
H -0.844 0.844 1.918
H 0.534 -1.399 2.144
H 2.146 -0.003 0.118
H 1.465 0.997 1.446
H 0.291 -2.811 -0.064
H -0.165 -1.161 -2.093


5.
This record from OMol25 describes 2 unconnected molecules or ions with the total composition C6H10IN3. The level of theory is the ωB97M-V functional and the def2-TZVPD basis.

2S+1   1
Relative energy (zero: lowest compared OMol25 entry of this formula, charge and spin)   373.2 kJ/mol
E_LUMO   0.5 eV

CARTESIAN COORDINATES (ANGSTROEM)
C 0.158 -3.934 -0.503
C -0.751 -2.121 -0.010
C -0.808 2.225 0.725
C 1.042 0.520 0.678
C -1.250 -0.018 -0.253
C -0.481 0.707 0.755
N -0.211 -2.776 -1.039
N -0.750 -2.724 1.123
N -0.204 -3.896 0.842
I -3.384 0.071 -0.109
H 0.267 -4.772 -1.084
H 0.148 2.610 1.167
H -1.801 2.346 0.978
H -0.626 2.730 -0.295
H 1.471 1.095 -0.286
H 1.199 -0.623 0.574
H 1.547 0.833 1.591
H -0.886 0.108 -1.305
H -0.847 0.383 1.823
H -0.090 -4.502 1.612


6.
This record from OMol25 describes a single C18H17F4NO3 molecule. The level of theory is the ωB97M-V functional and the def2-TZVPD basis.

2S+1   1
SMILES   COc1ccc(NC(=O)c2ccc(COCC(F)(F)C(F)F)cc2)cc1
Relative energy (zero: lowest compared OMol25 entry of this formula, charge and spin)   0.0 kJ/mol
E_LUMO   0.3 eV

CARTESIAN COORDINATES (ANGSTROEM)
C 1.054 8.167 -1.740
O 0.262 7.545 -0.759
C 0.355 6.194 -0.608
C 1.177 5.361 -1.358
C 1.187 3.999 -1.112
C 0.385 3.441 -0.124
N 0.440 2.054 0.062
C -0.179 1.292 1.007
O -0.893 1.721 1.889
C 0.117 -0.170 0.879
C 0.179 -0.922 2.049
C 0.431 -2.278 1.997
C 0.606 -2.912 0.771
C 0.846 -4.399 0.726
O -0.218 -5.148 1.316
C -1.479 -4.951 0.749
C -1.694 -5.772 -0.535
F -2.991 -5.692 -0.912
F -0.981 -5.255 -1.575
C -1.271 -7.244 -0.350
F -1.555 -7.974 -1.443
F -1.948 -7.785 0.680
C 0.510 -2.169 -0.398
C 0.275 -0.807 -0.347
C -0.441 4.277 0.627
C -0.451 5.632 0.384
H 0.819 9.229 -1.679
H 0.812 7.803 -2.745
H 2.122 8.023 -1.548
H 1.815 5.754 -2.134
H 1.832 3.363 -1.703
H 1.067 1.576 -0.570
H 0.026 -0.422 2.993
H 0.482 -2.861 2.904
H 1.715 -4.664 1.334
H 1.023 -4.723 -0.307
H -2.214 -5.296 1.482
H -1.668 -3.895 0.513
H -0.193 -7.316 -0.144
H 0.613 -2.661 -1.355
H 0.176 -0.256 -1.272
H -1.065 3.856 1.397
H -1.085 6.288 0.958


7.
This record from OMol25 describes a molecular structure, C2H3NO3. The level of theory is the ωB97M-V functional and the def2-TZVPD basis.

2S+1   1
Relative energy (zero: lowest compared OMol25 entry of this formula, charge and spin)   613.4 kJ/mol
E_LUMO   -2.4 eV

CARTESIAN COORDINATES (ANGSTROEM)
O -1.609 -1.487 1.800
C -1.010 -1.257 0.716
N -0.417 -0.142 0.157
C 0.678 1.100 -0.852
O 0.772 0.239 -1.744
O 1.413 1.735 -0.108
H -0.211 -2.023 0.518
H -0.567 0.623 0.790
H 1.087 -0.566 -1.177


8.
This record from OMol25 describes a molecular structure, C17H23LiN5O2SSi. The level of theory is the ωB97M-V functional and the def2-TZVPD basis.

2S+1   1
Net charge   -1
Relative energy (zero: lowest compared OMol25 entry of this formula, charge and spin)   18.5 kJ/mol
E_LUMO   1.7 eV

CARTESIAN COORDINATES (ANGSTROEM)
Li 0.912 0.360 -1.897
C 4.493 1.603 -2.335
Si 2.798 1.479 -3.245
C 3.266 0.307 -4.696
C 2.746 3.175 -4.141
H 5.313 1.855 -3.017
H 4.740 0.652 -1.855
H 4.466 2.362 -1.549
H 4.153 0.652 -5.239
H 2.444 0.216 -5.412
H 3.475 -0.700 -4.325
H 3.647 3.343 -4.742
H 2.662 3.997 -3.426
H 1.883 3.234 -4.809
O -0.497 -0.618 -2.331
N -0.951 -1.816 -2.415
C -1.383 -2.208 -3.591
C -1.389 -1.372 -4.757
N -1.439 -0.721 -5.704
C -1.929 -3.530 -3.680
N -2.367 -4.592 -3.756
C 0.703 -2.290 3.280
C -0.307 -2.706 2.219
C -0.201 -1.876 0.946
N -0.656 -0.507 1.168
C 0.091 0.586 1.045
S 1.694 0.626 0.581
N -0.550 1.811 1.249
C -1.802 2.152 1.754
O -2.369 3.149 1.353
C -2.371 1.349 2.887
C -1.566 0.861 3.911
C -2.138 0.184 4.975
C -3.512 -0.016 5.010
C -4.318 0.482 3.995
C -3.749 1.177 2.940
H 0.588 -2.875 4.193
H 0.588 -1.237 3.538
H 1.722 -2.422 2.917
H -1.323 -2.627 2.618
H -0.159 -3.754 1.948
H -0.788 -2.300 0.133
H 0.832 -1.823 0.602
H -1.655 -0.388 1.240
H -0.091 2.569 0.759
H -0.497 1.020 3.876
H -1.511 -0.192 5.772
H -3.956 -0.556 5.836
H -5.388 0.334 4.029
H -4.357 1.591 2.148


9.
This record from OMol25 describes a single C2H3NOS molecule. The level of theory is the ωB97M-V functional and the def2-TZVPD basis.

2S+1   1
SMILES   C=NOC=S
Relative energy (zero: lowest compared OMol25 entry of this formula, charge and spin)   271.5 kJ/mol
E_LUMO   0.2 eV

CARTESIAN COORDINATES (ANGSTROEM)
C -1.616 -0.577 0.061
N -0.371 -0.573 -0.048
O 0.230 0.715 -0.095
C 1.561 0.680 0.017
S 2.420 -0.694 -0.002
H -2.016 -1.593 -0.234
H -2.191 0.374 0.229
H 1.982 1.668 0.072


10.
This record from OMol25 describes a molecular structure, C22H22Br27F5NO6PS. The level of theory is the ωB97M-V functional and the def2-TZVPD basis.

2S+1   1
E_LUMO   -0.7 eV

CARTESIAN COORDINATES (ANGSTROEM)
C -2.129 1.215 -0.237
P -1.803 1.430 1.591
C -3.247 0.883 2.652
C -1.282 3.251 1.980
C 0.248 3.208 1.630
O 1.079 2.793 2.733
N 1.815 1.703 2.263
O 2.923 1.875 2.641
O -2.084 3.986 1.004
S -3.556 4.359 1.671
O -4.702 3.616 1.158
O -3.852 5.750 1.399
O -3.139 3.983 3.217
C -1.753 3.602 3.436
C -1.162 4.885 4.189
F -2.154 5.884 4.202
F -0.063 5.455 3.585
C -0.939 4.506 5.685
C -2.113 3.971 6.408
C -2.047 3.621 7.819
C -0.795 3.752 8.562
C 0.373 4.248 7.824
C 1.706 4.325 8.648
F 1.819 3.236 9.491
F 2.758 4.347 7.765
F 1.670 5.429 9.463
C 0.314 4.642 6.406
H -3.210 1.137 -0.524
H -1.602 2.002 -0.843
H -1.653 0.233 -0.526
H -4.098 1.623 2.707
H -2.898 0.586 3.682
H -3.684 -0.042 2.183
H 0.574 4.259 1.342
H 0.441 2.583 0.712
H -1.583 2.683 4.052
H -3.087 3.824 5.875
H -2.963 3.250 8.339
H -0.759 3.474 9.643
H 1.231 5.015 5.902
C 5.846 3.201 7.387
Br 5.739 1.630 8.510
Br 7.641 3.920 7.325
Br 5.146 2.865 5.615
H 5.215 3.959 7.839
C -0.357 -0.741 -4.083
Br -0.590 1.163 -3.839
Br -0.619 -1.715 -2.434
Br -1.473 -1.426 -5.507
H 0.674 -0.899 -4.384
C 0.335 -5.874 -1.032
Br -1.434 -6.644 -1.146
Br 1.141 -5.664 -2.778
Br 0.334 -4.216 -0.036
H 0.952 -6.577 -0.479
C -0.045 7.464 -0.154
Br 1.340 6.111 -0.047
Br -1.087 7.289 -1.774
Br -1.161 7.486 1.418
H 0.456 8.425 -0.200
C 3.691 1.449 -1.636
Br 2.264 2.078 -2.785
Br 5.307 2.494 -1.851
Br 3.131 1.366 0.217
H 3.924 0.436 -1.947
C -2.539 -3.654 -8.820
Br -3.728 -5.036 -8.175
Br -0.846 -4.380 -9.408
Br -3.370 -2.572 -10.191
H -2.329 -2.999 -7.982
C 0.625 -9.881 1.380
Br -1.143 -10.656 1.271
Br 1.428 -9.671 -0.369
Br 0.622 -8.221 2.376
H 1.245 -10.580 1.932
C 0.515 -6.285 -13.356
Br -1.309 -5.662 -13.530
Br 1.752 -4.823 -13.081
Br 0.687 -7.641 -11.985
H 0.781 -6.753 -14.298
C 1.357 -11.983 -11.573
Br -0.068 -11.360 -12.727
Br 2.970 -10.931 -11.783
Br 0.796 -12.075 -9.725
H 1.596 -12.994 -11.884


| no. | HOMO level (hartree) | largest force on an atom (hartree/bohr) |
| --- | --- | --- |
| 1 | -0.3866 | 0.0509 |
| 2 | -0.3639 | 0.0109 |
| 3 | -0.2950 | 0.0139 |
| 4 | -0.3292 | 0.0679 |
| 5 | -0.3279 | 0.1076 |
| 6 | -0.2959 | 0.0126 |
| 7 | -0.3401 | 0.1505 |
| 8 | -0.1177 | 0.0178 |
| 9 | -0.3162 | 0.0398 |
| 10 | -0.3022 | 0.0651 |